Computed, not measured: a structure of composition C30H50Cl2CrN3O7SSi in a non-equilibrium geometry, with ωB97M-V with the def2-TZVPD basis set.

Calculated values
- E_HOMO (alpha / beta) (eV) = -2.54 / -4.83
- electronic energy (eV) = -122909.6945
- 2S+1 = 5
- expectation value of S² = 6.0118
- LUMO level (alpha / beta) (eV) = 2.396 / 2.392
- orbital gap (alpha / beta) (Ha) = 0.181 / 0.266
- charge = -1

Each line ends with the Löwdin spin population.
CARTESIAN COORDINATES (ANGSTROEM)
Cr1 -0.251 -0.175 1.512  3.69
Cl1 0.972 -2.200 1.569  0.02
Cl2 1.583 0.689 0.317  0.03
S1 1.898 1.354 3.511  0.01
Si1 -0.696 0.056 -3.161  0.00
O1 -1.389 1.386 0.986  0.01
O2 -1.735 -0.378 3.025  0.02
O3 -1.713 -1.552 0.743  0.02
O4 0.780 -0.666 -3.606  0.00
O5 2.131 2.763 3.288  0.00
O6 2.901 0.385 3.166  0.00
O7 0.511 0.971 3.047  0.05
N1 -2.299 0.263 5.164  0.01
N2 -1.553 -3.871 0.734  0.02
N3 -1.186 3.485 0.097  0.01
C1 1.066 0.353 -5.896  0.00
C2 2.771 -3.456 -6.944  0.00
C3 -2.499 3.375 -0.524  0.00
C4 1.746 1.180 5.293  0.00
C5 1.953 -0.067 5.893  0.00
C6 -0.043 -0.106 -6.617  0.00
C7 2.248 -1.768 -5.171  0.00
C8 0.308 1.664 -8.246  0.00
C9 1.411 2.114 -7.520  0.00
C10 -1.795 -2.680 1.315  0.03
C11 1.584 0.912 8.107  0.00
C12 -0.750 2.468 0.842  0.01
C13 2.926 -2.543 -4.087  0.00
C14 2.215 -2.168 -6.452  0.00
C15 -1.285 -5.011 1.598  0.00
C16 -0.899 -0.436 -1.414  0.01
C17 -1.863 0.492 6.531  0.00
C18 -3.625 0.782 4.858  0.00
C19 -1.481 -0.272 4.256  0.02
C20 1.384 2.152 7.478  0.00
C21 -0.225 4.407 -0.504  0.00
C22 1.855 -0.194 7.286  0.00
C23 -0.524 1.885 -3.459  0.00
C24 -0.967 -3.936 -0.598  0.00
C25 1.489 0.736 9.605  0.00
C26 1.658 -0.437 -4.721  0.00
C27 -0.430 0.573 -7.785  0.00
C28 -2.154 -0.638 -4.100  0.00
C29 1.479 2.293 6.096  0.00
C30 1.773 1.481 -6.330  0.00
H1 -2.035 -2.728 2.389  0.00
H2 2.191 -0.932 5.265  0.00
H3 -3.642 1.870 5.042  0.00
H4 -2.132 -1.735 -4.116  0.00
H5 -4.348 0.305 5.539  0.00
H6 2.623 1.802 -5.732  0.00
H7 1.350 3.260 5.621  0.00
H8 -1.908 -0.309 -0.999  0.00
H9 -1.646 1.553 6.710  0.00
H10 -1.322 0.247 -8.316  0.00
H11 0.606 0.147 9.893  0.00
H12 2.456 -2.343 -3.114  0.00
H13 1.999 -1.189 7.732  0.00
H14 -2.238 -0.262 -5.127  0.00
H15 0.643 4.475 0.166  0.00
H16 0.105 4.054 -1.495  0.00
H17 -1.538 -3.304 -1.285  0.00
H18 -0.270 -4.974 2.014  0.00
H19 1.984 2.976 -7.839  0.00
H20 2.362 0.207 10.006  0.00
H21 2.904 -3.621 -4.295  0.00
H22 1.157 3.028 8.090  0.00
H23 -0.527 -0.654 4.658  0.00
H24 -1.423 2.427 -3.144  0.00
H25 2.504 0.144 -4.308  0.00
H26 -0.208 0.264 -0.896  0.01
H27 1.419 1.701 10.115  0.00
H28 -0.564 -1.021 -6.299  0.00
H29 -0.378 2.101 -4.524  0.00
H30 1.855 -1.499 -7.242  0.00
H31 -2.730 4.350 -0.964  0.00
H32 -3.048 -0.323 -3.542  0.00
H33 3.866 -3.438 -6.963  0.00
H34 -2.014 -4.993 2.417  0.00
H35 -0.700 5.388 -0.632  0.00
H36 3.989 -2.254 -4.006  0.00
H37 -3.239 3.119 0.247  0.00
H38 2.434 -3.621 -7.968  0.00
H39 -2.648 0.186 7.232  0.00
H40 -2.512 2.610 -1.314  0.00
H41 0.017 2.187 -9.163  0.00
H42 -0.958 -0.076 6.739  0.00
H43 0.090 -3.613 -0.580  0.00
H44 0.333 2.294 -2.917  0.00
H45 -3.881 0.566 3.818  0.00
H46 0.232 2.607 1.307  0.00
H47 -1.019 -4.981 -0.919  0.00
H48 -0.523 -1.437 -1.172  0.00
H49 -1.393 -5.931 1.013  0.00
H50 2.442 -4.294 -6.325  0.00